(1)
Computed, not measured: 7 unconnected molecules or ions with the total composition C50H44N4O10 in a non-equilibrium geometry, with ωB97M-V with the def2-TZVPD basis set.

Geometry as XYZ:
```
108
Properties=species:S:1:pos:R:3:mulliken_charge:R:1
O -3.05015 2.09067 -0.08955 -0.586
C -4.21127 2.00685 -0.43282 0.698
N -4.59254 0.92962 -1.08971 -0.296
C -5.09859 3.22624 -0.18022 -1.170
H -5.54324 0.61271 -0.96390 0.249
H -3.92263 0.18367 -1.21169 0.174
H -4.73223 4.10832 -0.70542 0.269
H -5.05227 3.54958 0.85969 0.290
H -6.09587 3.02117 -0.56941 0.399
O 2.60041 0.08836 -2.25555 -0.616
C 2.88792 1.08068 -2.83760 0.680
N 1.99585 1.77530 -3.49759 -0.126
C 4.33517 1.59597 -2.84462 -1.412
H 2.29582 2.50918 -4.12333 0.225
H 1.03188 1.49631 -3.61177 0.027
H 4.71087 1.75488 -3.85541 0.401
H 5.03101 0.91774 -2.35075 0.346
H 4.33202 2.56353 -2.34272 0.348
O -1.85679 -0.95713 -1.26727 -0.661
C -0.69439 -0.82508 -1.63948 1.044
N 0.15790 0.07818 -1.15746 0.142
C -0.05188 -1.81762 -2.58101 -1.313
H -0.29368 0.62585 -0.43896 -0.016
H 1.09253 0.12762 -1.53709 0.155
H 0.97223 -2.03809 -2.27987 0.296
H 0.21808 -1.37036 -3.53766 0.176
H -0.58388 -2.76434 -2.67483 0.380
O 3.79021 -1.67666 2.32470 -0.705
C 2.99580 -1.94200 1.44705 0.455
N 2.92154 -1.16136 0.39460 -0.150
C 2.09875 -3.18256 1.56179 -0.596
H 2.17870 -1.16341 -0.28972 0.057
H 3.57066 -0.39084 0.32371 0.146
H 2.58124 -3.86604 2.26048 0.353
H 1.99773 -3.73296 0.62640 0.582
H 1.13575 -2.97802 2.02965 -0.209
C -1.11673 0.85967 2.34228 -0.890
C -0.86958 2.17994 2.70657 -0.732
C -0.02800 2.39718 3.71567 -0.833
C 0.77218 1.40665 4.36902 0.004
C 0.59947 0.05433 3.91738 0.278
C -0.37472 -0.18141 2.87520 0.199
C 1.35046 -1.08399 4.56694 0.339
O 1.17186 -2.22018 4.21000 -0.528
C 2.13874 -0.69892 5.85374 0.289
C 2.41626 -1.68164 6.85301 -0.236
C 3.10352 -1.38630 8.06495 -0.652
C 3.48712 -0.03901 8.20797 -0.418
C 3.13838 0.94466 7.30574 -0.953
C 2.38305 0.67500 6.10779 0.529
C 1.81912 1.77132 5.38647 0.542
O 2.12500 2.94980 5.70269 -0.701
H -1.77627 0.77262 1.49150 0.736
H -1.33349 3.03982 2.24637 0.544
H 0.06699 3.41667 4.05922 0.396
H -0.54773 -1.11637 2.36303 0.423
H 2.17402 -2.71815 6.67038 0.442
H 3.31641 -2.21831 8.71981 0.432
H 3.93702 0.23829 9.14983 0.342
H 3.37992 1.97306 7.53040 0.454
C -3.40353 -2.22616 2.13058 -0.402
C -3.57670 -2.17066 3.49764 -0.581
C -2.94581 -3.12945 4.20851 -0.926
C -2.04129 -4.08702 3.65891 0.436
C -1.81918 -4.09116 2.26512 0.599
C -2.54358 -3.13757 1.52652 -0.896
C -0.89428 -5.12170 1.65112 0.004
O -0.69047 -5.19403 0.41850 -0.664
C -0.04718 -5.94073 2.57007 0.520
C 0.97991 -6.79191 2.27222 -0.515
C 1.67460 -7.59417 3.17704 -0.547
C 1.31959 -7.59442 4.56623 -0.739
C 0.43927 -6.59291 4.93660 -0.565
C -0.27780 -5.86961 4.01117 0.517
C -1.30784 -4.95068 4.55461 0.916
O -1.51764 -4.91413 5.74360 -0.693
H -3.78549 -1.39559 1.55554 0.328
H -4.06051 -1.34436 3.99719 0.442
H -2.93265 -3.08885 5.28766 0.430
H -2.33648 -3.06740 0.46889 0.607
H 1.22806 -7.06447 1.25707 0.452
H 2.48326 -8.19246 2.78395 0.413
H 1.78106 -8.28094 5.26060 0.414
H 0.25313 -6.54066 5.99916 0.452
C -1.18401 1.04889 -5.02288 -0.655
C -2.08666 1.85832 -4.31266 -0.264
C -2.18437 3.21819 -4.56681 -0.888
C -1.27380 3.80807 -5.53530 0.246
C -0.40565 2.96275 -6.31971 0.598
C -0.36193 1.52986 -6.06400 -0.791
C 0.36192 3.54088 -7.50055 0.385
O 1.22744 2.92893 -8.15367 -0.661
C 0.03154 4.97842 -7.88112 0.286
C 0.78365 5.46059 -9.01170 -0.697
C 0.57922 6.79694 -9.43053 -0.318
C -0.31495 7.62918 -8.79760 -0.616
C -0.98631 7.16965 -7.62769 -0.310
C -0.80063 5.89560 -7.09021 0.267
C -1.43398 5.29179 -5.83003 0.474
O -2.09310 6.01668 -5.08531 -0.634
H -1.23826 -0.02414 -4.91306 0.596
H -2.80248 1.43500 -3.62360 0.413
H -3.01301 3.73156 -4.10184 0.482
H 0.24432 0.89303 -6.69115 0.425
H 1.40848 4.84191 -9.63878 0.403
H 1.16570 7.08549 -10.29029 0.378
H -0.47564 8.64049 -9.14085 0.390
H -1.61183 7.83209 -7.04778 0.448
```

Computed properties:
**Orbital gap**: 7.485 eV
**Net charge**: 0

***

(2)
Computed, not measured: a molecular structure, C50H45AgN3P2SSi, with ωB97M-V with the def2-TZVPD basis set.

Geometry as XYZ:
```
103
Properties=species:S:1:pos:R:3:mulliken_charge:R:1
Ag -0.37676 -1.10638 0.35934 -0.696
C -4.05465 -1.41136 1.59395 -1.391
Si -2.58408 -0.33413 1.01871 1.185
C -2.59276 1.09994 2.30839 0.557
C -3.75672 1.42706 3.02033 -0.409
C -3.77493 2.38794 4.01824 -0.904
C -2.60506 3.05885 4.34786 -0.868
C -1.43834 2.75374 3.66976 -0.230
C -1.42307 1.79026 2.65887 -0.492
P 0.18066 1.39361 1.82160 1.318
C 0.85419 3.11503 1.77110 -0.038
C 1.97018 3.58752 2.45420 -0.198
C 2.44238 4.87901 2.24173 -0.677
C 1.80214 5.72187 1.34626 -0.555
C 0.68078 5.26289 0.66264 -0.577
C 0.22060 3.97367 0.86808 -0.655
C 1.09211 0.61407 3.20491 0.631
C 0.41324 -0.10432 4.18943 -0.768
C 1.10965 -0.86225 5.12120 -0.747
C 2.49515 -0.91391 5.08868 -0.696
C 3.18179 -0.20610 4.11150 -0.946
C 2.48398 0.54024 3.17582 -0.354
C -3.37438 0.49851 -0.54273 0.087
C -4.57663 1.21200 -0.41857 -0.206
C -5.31613 1.61636 -1.51501 -0.908
C -4.88200 1.28751 -2.79519 -0.739
C -3.68784 0.61131 -2.95034 -0.489
C -2.91629 0.24835 -1.84201 0.015
P -1.21881 -0.45079 -2.09058 0.804
C -0.38319 1.01599 -2.82569 1.147
C -0.63437 1.59266 -4.07144 0.094
C 0.02638 2.74621 -4.46478 -0.999
C 0.92723 3.36627 -3.60619 -0.970
C 1.16965 2.81843 -2.35521 -0.564
C 0.53203 1.64122 -1.97879 -0.125
C -1.59100 -1.60921 -3.45937 0.422
C -1.05024 -1.58653 -4.74045 -0.281
C -1.38297 -2.57014 -5.66483 -0.817
C -2.25712 -3.58903 -5.32221 -0.594
C -2.79267 -3.62873 -4.03995 -0.597
C -2.45786 -2.65217 -3.11867 -0.969
H -5.02609 -0.91116 1.51616 0.443
H -3.91028 -1.73013 2.62993 0.325
H -4.10319 -2.31427 0.97890 0.251
H -4.67721 0.89902 2.79706 0.262
H -4.69742 2.60778 4.54414 0.385
H -2.59861 3.80474 5.13387 0.407
H -0.52119 3.26775 3.93304 0.404
H 2.47205 2.95412 3.17753 0.491
H 3.31212 5.22463 2.78812 0.404
H 2.16988 6.72713 1.18114 0.360
H 0.16681 5.90846 -0.03955 0.437
H -0.64686 3.62217 0.31694 0.373
H -0.66826 -0.09099 4.21696 0.321
H 0.56180 -1.42626 5.86657 0.419
H 3.03670 -1.51370 5.81020 0.370
H 4.26202 -0.25859 4.05244 0.369
H 3.03409 1.04003 2.38892 0.512
H -4.94545 1.44984 0.57370 0.285
H -6.23894 2.16851 -1.37682 0.396
H -5.47000 1.56041 -3.66369 0.413
H -3.35214 0.35084 -3.94689 0.253
H -1.35060 1.14132 -4.74302 0.302
H -0.17368 3.17271 -5.44040 0.390
H 1.42607 4.27886 -3.90957 0.418
H 1.84981 3.30254 -1.66284 0.981
H 0.73492 1.20177 -1.00674 -0.787
H -0.33071 -0.82722 -5.01245 0.593
H -0.94246 -2.54152 -6.65407 0.412
H -2.51070 -4.35632 -6.04333 0.370
H -3.46631 -4.42735 -3.75399 0.417
H -2.87167 -2.69378 -2.11614 0.384
C -1.18703 -5.53202 2.13684 -0.857
C 0.01331 -5.66209 2.82101 -0.361
C 1.07920 -4.85678 2.46808 -1.061
C 0.93257 -3.93432 1.42514 0.323
N -0.22966 -3.81246 0.77859 0.046
C -1.25180 -4.58185 1.13095 -0.040
C 2.04068 -3.01622 1.03084 2.013
C 3.35759 -3.45927 1.18934 -0.728
C 4.42555 -2.62070 0.90557 -1.200
C 4.15904 -1.33731 0.44493 -0.667
C 2.84447 -0.92761 0.25717 1.757
C 1.73200 -1.72689 0.55500 -1.089
H -2.05322 -6.13123 2.38455 0.380
H 0.11156 -6.37114 3.63476 0.399
H 2.01028 -4.90713 3.01552 0.372
H -2.17716 -4.41688 0.58664 0.332
H 3.56045 -4.47030 1.52736 0.462
H 5.44538 -2.96349 1.04110 0.388
H 4.98361 -0.65509 0.24339 0.554
H 2.67861 0.08654 -0.11112 -0.291
C 4.20766 1.39071 -2.59916 -1.055
N 3.24444 0.51031 -3.21700 -0.040
C 3.33783 -0.83351 -3.25739 0.447
N 4.50911 -1.37840 -2.82429 -0.520
S 2.08351 -1.77292 -3.81335 -0.375
H 3.87897 2.41776 -2.74462 0.378
H 5.19364 1.27923 -3.05608 0.418
H 4.29200 1.21813 -1.52010 0.248
H 2.33630 0.87817 -3.45643 0.059
H 5.03187 -0.87567 -2.12346 0.253
H 4.43047 -2.36437 -2.64050 0.288
```

Computed properties:
**Orbital gap**: 5.756 eV
**Net charge**: -1

***

Per-record E_HOMO, eV: -9.01, -3.29
Per-record lowest unoccupied orbital energy, eV: -1.52, 2.46
Per-record electronic energy, hartree: -2903.21452, -3614.04143